Record 1
A structure of composition C46H41BN7O9STi, computed with ωB97M-V/def2-TZVPD.

Output
Energy above the lowest of the compared OMol25 structures with the same formula, charge and spin, kJ/mol: 75.4
HOMO-LUMO gap, Eh: 0.26225
Highest occupied orbital energy, eV: -10.631
Net charge: +1
Lowest unoccupied orbital energy, eV: -3.49

```
106
C46H41BN7O9STi, DFT ωB97M-V/def2-TZVPD
Ti -1.65 0.27 0.01
N 2.40 8.37 -5.59
C 1.97 7.63 -4.82
C 1.43 6.74 -3.84
C 1.42 5.36 -4.06
C 0.92 4.51 -3.09
C 0.42 5.04 -1.91
C 0.42 6.41 -1.69
C 0.92 7.26 -2.65
N -0.08 4.16 -0.90
C 0.07 4.33 0.46
C -0.52 3.24 1.03
N -1.02 2.42 0.05
C -0.74 3.01 -1.10
H 1.81 4.96 -4.98
H 0.95 3.44 -3.24
H 0.00 6.82 -0.77
H 0.92 8.33 -2.49
H 0.58 5.16 0.89
H -0.62 3.02 2.08
H -1.03 2.65 -2.07
N 0.37 -0.63 6.97
C -0.82 -0.22 6.51
S -2.06 0.17 7.52
C -0.96 -0.04 5.04
C 0.11 0.32 4.23
C -0.10 0.54 2.88
N -1.29 0.43 2.30
C -2.33 0.07 3.08
C -2.21 -0.17 4.43
H 0.49 -0.71 7.96
H 1.11 -0.98 6.37
H 1.11 0.45 4.64
H 0.73 0.82 2.24
H -3.29 -0.04 2.59
H -3.07 -0.45 5.02
C -4.85 1.64 -4.84
C -3.59 1.03 -4.67
C -3.06 0.87 -3.42
C -3.76 1.31 -2.26
C -3.24 1.17 -0.95
C -3.94 1.71 0.10
C -5.17 2.38 -0.07
C -5.70 2.48 -1.32
C -5.02 1.96 -2.45
C -5.55 2.09 -3.75
H -5.26 1.75 -5.83
H -3.04 0.70 -5.54
H -2.10 0.40 -3.28
H -3.54 1.67 1.12
H -5.68 2.80 0.78
H -6.64 3.00 -1.47
H -6.51 2.57 -3.88
C -3.22 -2.72 -3.19
C -1.99 -2.51 -2.36
C -1.03 -3.65 -2.20
O -1.75 -1.43 -1.86
H -3.56 -3.75 -3.16
H -2.97 -2.47 -4.23
H -4.01 -2.05 -2.86
H -1.43 -4.59 -2.58
H -0.76 -3.76 -1.15
H -0.11 -3.41 -2.74
C 6.04 -2.89 -1.72
C 6.05 -1.97 -0.49
C 6.03 -2.81 0.79
C 7.35 -1.16 -0.52
C 4.81 -1.08 -0.54
C 4.89 0.31 -0.63
C 3.76 1.12 -0.70
C 2.54 0.49 -0.67
O 1.27 1.03 -0.70
B 0.38 -0.05 -0.60
O 1.11 -1.23 -0.53
C 2.44 -0.88 -0.56
C 3.55 -1.69 -0.50
H 6.94 -3.50 -1.75
H 5.99 -2.30 -2.64
H 5.18 -3.57 -1.71
H 6.95 -3.40 0.88
H 5.19 -3.50 0.81
H 5.96 -2.16 1.67
H 8.20 -1.84 -0.54
H 7.45 -0.53 0.37
H 7.41 -0.53 -1.40
H 5.85 0.79 -0.64
H 3.84 2.20 -0.77
H 3.44 -2.76 -0.41
O -3.60 -3.08 0.04
C -2.75 -2.52 0.68
O -2.46 -1.24 0.58
C -1.94 -3.25 1.73
C -2.52 -4.27 2.47
C -1.76 -4.91 3.43
C -0.44 -4.58 3.67
C 0.12 -3.57 2.91
C -0.62 -2.89 1.95
N 1.51 -3.17 3.15
O 2.23 -3.95 3.73
O 1.85 -2.08 2.71
N -2.38 -5.97 4.25
O -1.70 -6.46 5.12
O -3.52 -6.29 3.97
H -3.54 -4.57 2.30
H 0.14 -5.11 4.41
H -0.15 -2.12 1.36
```

Atomic partial charges in e from the Mulliken method, atoms 1 to 8: -0.549 -0.460 -0.039 0.498 -0.958 -0.235 0.739 -0.586

Record 2
A structure of composition C26H32DyNO5S, computed with ωB97M-V/def2-TZVPD.

Output
Spin multiplicity: 6
Energy above the lowest of the compared OMol25 structures with the same formula, charge and spin, kJ/mol: 0.0
HOMO-LUMO gap (spin up / spin down), Eh: 0.30929 / 0.31202
⟨S²⟩: 9.348
Highest occupied orbital energy (spin up / spin down), eV: -8.300 / -8.376
Lowest unoccupied orbital energy (spin up / spin down), eV: 0.12 / 0.11

```
66
C26H32DyNO5S, DFT ωB97M-V/def2-TZVPD
O 6.35 3.11 -3.13
C 7.54 2.29 -3.30
C 8.48 3.46 -3.57
H 7.40 1.62 -4.16
H 7.79 1.72 -2.40
C 7.17 4.29 -3.44
H 8.90 3.48 -4.58
H 9.21 3.66 -2.77
C 6.81 4.94 -4.76
H 6.86 4.22 -5.58
H 7.53 5.75 -4.96
H 5.80 5.37 -4.73
C 7.21 5.30 -2.32
H 7.51 4.84 -1.38
H 6.23 5.78 -2.19
H 7.94 6.09 -2.57
Dy 0.09 -0.17 -0.13
C -0.52 0.16 2.39
C -0.03 -1.18 2.35
C 1.36 -1.14 2.04
H -0.60 -2.07 2.60
C 1.73 0.23 1.85
C 0.57 1.04 2.07
H 0.54 2.13 2.06
H -1.52 0.46 2.70
H 2.04 -1.99 2.03
H 2.74 0.60 1.67
C -2.42 0.63 -0.59
C -1.68 1.72 -0.06
C -0.68 2.08 -1.01
H -1.89 2.23 0.89
C -0.79 1.20 -2.13
C -1.88 0.31 -1.87
H -2.26 -0.45 -2.56
H -3.30 0.16 -0.14
H 0.01 2.93 -0.93
H -0.19 1.22 -3.04
O 2.06 0.43 -1.13
C 2.68 1.77 -1.17
C 4.16 1.53 -1.40
H 2.45 2.29 -0.23
H 2.21 2.31 -2.01
C 4.24 0.17 -2.10
H 4.66 1.49 -0.42
H 4.62 2.32 -1.99
C 3.04 -0.61 -1.57
H 5.18 -0.34 -1.91
H 4.13 0.31 -3.18
H 3.29 -1.21 -0.69
H 2.54 -1.23 -2.33
O -2.68 -6.31 -0.59
S -3.08 -5.01 -1.05
O -3.90 -4.90 -2.23
N -1.78 -3.98 -1.14
C -1.85 -2.95 -0.33
O -0.98 -2.00 -0.33
C -3.03 -2.98 0.57
C -3.41 -2.07 1.57
C -4.60 -2.29 2.26
C -5.41 -3.40 1.95
C -5.02 -4.30 0.94
C -3.82 -4.07 0.28
H -2.77 -1.22 1.77
H -4.91 -1.59 3.05
H -6.34 -3.56 2.50
H -5.62 -5.17 0.68
```

Atomic partial charges in e from the Mulliken method, atoms 1 to 8: -0.378 -0.463 -0.828 0.295 0.269 1.515 0.300 0.309

Record 3
A structure of composition CH4AsF6N2ORb, computed with ωB97M-V/def2-TZVPD.

Output
HOMO-LUMO gap, Eh: 0.37906
Highest occupied orbital energy, eV: -10.865
Lowest unoccupied orbital energy, eV: -0.55

```
16
CH4AsF6N2ORb, DFT ωB97M-V/def2-TZVPD
Rb 1.39 -0.05 -2.60
As 0.05 -2.64 -0.39
F 0.67 -3.30 1.11
F 1.08 -3.70 -1.47
F -0.60 -2.01 -1.97
F -0.97 -1.37 0.38
F 1.50 -1.56 -0.45
F -1.29 -3.89 -0.29
C -0.09 2.21 0.25
O 0.34 2.09 -0.87
N -1.06 2.93 0.46
N 0.50 1.87 1.34
H -1.32 2.88 1.44
H -1.59 3.14 -0.37
H 1.35 1.34 1.21
H 0.05 2.06 2.22
```

Atomic partial charges in e from the Mulliken method, atoms 1 to 8: 1.003 1.957 -0.458 -0.486 -0.516 -0.478 -0.549 -0.494

Record 4
A cluster of 21 separate species, C78H178Br20F2N2O23 in total, computed with ωB97M-V/def2-TZVPD.

Output
HOMO-LUMO gap, Eh: 0.33958
Highest occupied orbital energy, eV: -9.210
Lowest unoccupied orbital energy, eV: 0.03

```
303
C78H178Br20F2N2O23, DFT ωB97M-V/def2-TZVPD
C -0.86 -6.96 -1.10
C -1.11 -6.17 0.15
N -2.35 -5.31 0.05
C -2.11 -4.38 -1.05
C -3.61 -6.07 -0.35
C -4.84 -5.16 -0.36
C -2.53 -4.61 1.40
C -3.34 -5.38 2.45
O -2.90 -6.74 2.67
C -2.72 -7.16 3.96
H -1.71 -7.48 -1.50
H -0.05 -7.63 -0.84
H -0.50 -6.35 -1.92
H -0.34 -5.44 0.40
H -1.27 -6.75 1.03
H -1.15 -3.91 -1.00
H -2.92 -3.65 -1.18
H -2.09 -5.04 -1.90
H -3.62 -6.92 0.33
H -3.39 -6.36 -1.38
H -4.78 -4.22 0.17
H -5.60 -5.86 0.06
H -5.18 -4.98 -1.38
H -3.07 -3.63 1.26
H -1.52 -4.43 1.78
H -4.41 -5.45 2.29
H -3.17 -4.86 3.41
H -2.06 -6.49 4.56
H -2.21 -8.13 3.98
H -3.63 -7.27 4.54
C -0.93 1.74 -2.13
C -0.45 0.76 -1.12
N -1.61 -0.08 -0.49
C -2.53 0.73 0.28
C -2.43 -0.89 -1.46
C -1.59 -1.61 -2.50
C -1.01 -1.13 0.43
C -0.03 -0.67 1.45
O 1.22 -0.15 1.04
C 2.03 0.35 2.18
H -0.13 2.05 -2.77
H -1.33 2.56 -1.52
H -1.77 1.43 -2.72
H 0.05 1.25 -0.33
H 0.19 0.02 -1.53
H -3.24 0.07 0.76
H -3.11 1.44 -0.33
H -1.92 1.26 1.05
H -3.12 -0.18 -1.94
H -3.04 -1.53 -0.81
H -1.08 -0.87 -3.19
H -2.13 -2.26 -3.21
H -0.82 -2.24 -2.09
H -0.56 -1.92 -0.22
H -1.86 -1.60 0.93
H 0.13 -1.50 2.12
H -0.51 0.14 1.99
H 2.17 -0.43 2.94
H 1.55 1.18 2.67
H 3.01 0.59 1.76
F -3.95 -2.10 0.76
F 0.63 -3.47 -1.15
Br 5.71 -2.49 -0.83
C 4.10 -1.54 -0.16
C 3.06 -1.39 -1.23
Br 3.65 0.18 -2.42
H 4.46 -0.65 0.31
H 3.78 -2.19 0.67
H 2.05 -1.12 -0.89
H 3.01 -2.19 -1.96
Br -8.01 -1.43 -1.57
C -6.10 -1.99 -1.47
C -5.60 -2.64 -2.73
Br -5.37 -1.41 -4.30
H -6.03 -2.60 -0.59
H -5.57 -1.09 -1.19
H -6.30 -3.41 -3.08
H -4.64 -3.03 -2.57
Br -5.57 -2.58 -8.63
C -5.42 -3.91 -7.16
C -6.73 -4.41 -6.77
Br -6.53 -5.78 -5.44
H -4.87 -3.40 -6.35
H -4.78 -4.64 -7.60
H -7.35 -4.88 -7.56
H -7.47 -3.70 -6.36
Br -2.27 0.69 4.43
C -3.73 -0.45 3.86
C -3.30 -1.84 3.51
Br -2.86 -2.70 5.25
H -4.08 0.08 2.93
H -4.54 -0.41 4.60
H -2.44 -1.92 2.88
H -4.15 -2.42 3.16
Br 3.57 5.58 2.31
C 3.85 3.67 1.87
C 3.73 3.25 0.44
Br 1.76 3.35 -0.04
H 3.13 3.17 2.52
H 4.82 3.50 2.34
H 4.08 2.26 0.17
H 4.19 3.93 -0.31
Br -0.57 5.50 -2.73
C -0.72 4.99 -4.62
C -1.57 6.01 -5.33
Br -1.87 5.34 -7.12
H -0.92 3.89 -4.66
H 0.30 5.02 -5.00
H -1.09 6.98 -5.42
H -2.54 6.33 -4.94
Br 1.00 7.94 0.11
C -0.36 6.83 0.98
C -0.29 7.04 2.47
Br -1.07 8.76 2.89
H -0.18 5.79 0.67
H -1.32 7.20 0.63
H 0.75 7.10 2.80
H -0.85 6.32 3.07
Br 0.86 -3.13 -5.95
C -0.96 -3.84 -5.83
C -1.07 -4.72 -4.57
Br -2.96 -5.24 -4.49
H -1.13 -4.42 -6.73
H -1.53 -2.94 -5.78
H -0.83 -4.23 -3.63
H -0.57 -5.66 -4.73
Br 3.27 -6.10 -4.84
C 2.62 -5.39 -3.12
C 3.69 -5.38 -2.10
Br 3.98 -7.24 -1.40
H 1.74 -6.02 -2.97
H 2.27 -4.37 -3.32
H 3.44 -4.77 -1.22
H 4.67 -5.13 -2.52
Br 3.93 -5.03 2.32
C 2.13 -4.75 1.43
C 1.19 -3.99 2.32
Br 0.38 -5.19 3.71
H 1.97 -5.79 1.16
H 2.35 -4.22 0.49
H 0.42 -3.64 1.62
H 1.68 -3.19 2.88
C -3.81 3.12 -3.98
O -4.54 3.14 -2.76
C -5.75 2.41 -2.82
C -6.39 2.54 -1.46
O -5.58 2.01 -0.41
C -6.16 1.06 0.43
C -7.07 1.63 1.51
O -6.44 2.51 2.47
C -7.39 3.03 3.39
H -2.92 3.70 -3.76
H -4.40 3.74 -4.68
H -3.67 2.11 -4.36
H -5.45 1.41 -3.13
H -6.43 2.86 -3.57
H -7.37 2.06 -1.43
H -6.63 3.57 -1.27
H -5.36 0.48 0.91
H -6.84 0.40 -0.12
H -7.60 0.79 2.01
H -7.89 2.15 0.99
H -8.19 3.43 2.81
H -6.90 3.75 3.99
H -7.70 2.26 4.11
C 9.83 -4.34 -6.17
O 8.91 -4.46 -5.14
C 7.97 -3.43 -5.09
C 6.81 -3.69 -6.01
O 6.09 -2.48 -6.10
C 4.80 -2.51 -6.69
C 4.08 -1.29 -6.15
O 4.56 -0.13 -6.77
C 3.94 0.18 -8.01
H 10.40 -5.27 -6.25
H 10.50 -3.49 -6.01
H 9.38 -4.17 -7.18
H 8.43 -2.46 -5.33
H 7.58 -3.39 -4.09
H 6.10 -4.50 -5.72
H 7.23 -4.00 -7.02
H 4.25 -3.43 -6.42
H 4.93 -2.39 -7.77
H 4.32 -1.20 -5.07
H 2.97 -1.45 -6.24
H 4.32 -0.41 -8.86
H 4.20 1.22 -8.18
H 2.87 -0.13 -7.98
C -0.85 -5.10 7.46
O 0.48 -4.75 7.78
C 1.52 -5.50 7.25
C 2.86 -5.01 7.70
O 3.16 -3.69 7.19
C 3.76 -3.61 5.89
C 3.54 -2.28 5.21
O 2.32 -2.01 4.62
C 1.12 -2.03 5.40
H -1.00 -4.80 6.44
H -1.53 -4.56 8.10
H -1.07 -6.12 7.72
H 1.45 -5.49 6.13
H 1.45 -6.56 7.64
H 3.60 -5.69 7.28
H 3.15 -5.05 8.77
H 3.39 -4.40 5.24
H 4.86 -3.73 5.99
H 4.26 -2.31 4.38
H 3.79 -1.48 5.89
H 1.14 -1.27 6.18
H 1.01 -2.98 5.87
H 0.37 -1.82 4.62
C 2.78 5.45 -4.25
O 2.15 4.44 -5.02
C 2.80 3.26 -4.68
C 2.23 2.25 -5.66
O 0.97 1.85 -5.22
C 0.44 0.81 -5.96
C -1.10 0.82 -5.74
O -1.61 -0.28 -6.44
C -3.02 -0.24 -6.42
H 3.86 5.41 -4.44
H 2.58 5.35 -3.17
H 2.41 6.43 -4.60
H 2.54 2.98 -3.67
H 3.88 3.42 -4.84
H 2.85 1.35 -5.84
H 2.22 2.72 -6.67
H 0.93 -0.15 -5.63
H 0.55 0.89 -7.02
H -1.59 1.79 -5.86
H -1.30 0.60 -4.70
H -3.32 -1.15 -6.90
H -3.42 0.57 -7.04
H -3.48 -0.08 -5.44
C -0.04 3.88 3.40
O 0.14 4.73 4.50
C -0.08 4.14 5.77
C 0.61 2.86 5.96
O 2.01 3.00 5.89
C 2.72 1.84 6.34
C 2.79 1.65 7.83
O 1.65 0.97 8.28
C 1.65 0.79 9.66
H -0.87 3.14 3.56
H 0.85 3.33 3.09
H -0.32 4.47 2.53
H -1.13 4.00 5.98
H 0.37 4.85 6.48
H 0.27 2.09 5.23
H 0.32 2.51 6.96
H 3.75 2.01 6.04
H 2.49 0.92 5.80
H 2.80 2.64 8.29
H 3.72 1.16 8.11
H 0.65 0.86 10.01
H 2.18 1.58 10.19
H 2.22 -0.13 9.83
C -3.19 4.15 2.03
O -2.65 5.06 1.14
C -3.37 5.08 -0.09
C -4.79 5.49 0.02
O -5.09 6.61 0.83
C -4.35 7.76 0.55
C -4.82 8.88 1.42
O -6.19 9.26 1.27
C -6.99 8.57 2.23
H -4.10 3.69 1.65
H -3.34 4.60 3.05
H -2.51 3.28 2.21
H -3.29 4.10 -0.62
H -2.88 5.73 -0.79
H -5.49 4.77 0.46
H -5.08 5.58 -1.03
H -4.44 7.96 -0.53
H -3.35 7.51 0.90
H -4.14 9.71 1.14
H -4.56 8.66 2.46
H -6.81 8.88 3.27
H -6.83 7.48 2.14
H -8.03 8.80 2.04
C 9.29 5.99 4.54
O 9.00 5.07 3.56
C 7.69 5.14 3.08
C 7.52 4.31 1.85
O 7.42 2.96 2.17
C 7.27 2.10 1.08
C 6.88 0.76 1.63
O 5.62 1.00 2.22
C 5.31 0.28 3.36
H 10.35 5.97 4.86
H 8.63 5.82 5.43
H 9.05 7.03 4.22
H 7.46 6.14 2.75
H 6.95 4.82 3.90
H 8.41 4.47 1.29
H 6.63 4.63 1.29
H 8.19 2.12 0.47
H 6.47 2.45 0.42
H 7.62 0.39 2.34
H 6.80 -0.06 0.93
H 5.24 -0.79 3.12
H 4.32 0.51 3.72
H 5.98 0.48 4.20
```

Atomic partial charges in e from the Mulliken method, atoms 1 to 8: -1.318 0.134 0.838 0.229 -0.703 -1.019 3.090 -1.579

Computed DFT total energy (hartree) in order:
-4110.24837 -2724.13857 -3084.47628 -56598.25679
Computed largest force on an atom (eV/Å) in order:
1.81 1.46 8.08 3.07